DFT (wB97M-V/def2-TZVPD) results for a molecular structure, C6H12ClIO2OsP at a distorted geometry.

Orbital gap (spin up / spin down) (eV): 9.15 / 5.66
Net charge: +3
Largest force on an atom (eV/A): 9.1
Multiplicity: 5
Molecular weight (g mol⁻¹): 499.7
⟨S²⟩: 6.024
LUMO energy (spin up / spin down) (Ha): -0.4733 / -0.6283

Geometry as XYZ:
```
24
C6H12ClIO2OsP (wB97M-V/def2-TZVPD)
Os 0.15605 -1.36050 0.17002
I 1.11202 -1.09736 -2.44451
Cl -2.21591 -1.38252 -0.19616
P -0.14517 0.99461 -0.43335
O -0.25657 -0.87072 3.13832
O 3.13751 -1.23986 0.79557
C -0.81020 1.96266 0.97940
C 1.40673 1.90240 -0.82883
C -0.11913 -0.99984 1.98086
C -0.10371 -3.32888 0.77958
C -1.33591 1.23629 -1.81759
C 2.00628 -1.37678 0.54426
H -1.09837 -3.52380 1.22919
H 1.20927 2.71486 -1.53111
H -1.13952 2.17944 -2.34473
H 1.81343 2.33390 0.09386
H -1.28097 0.40155 -2.52462
H -2.35407 1.26470 -1.41733
H 0.00465 2.22541 1.66494
H 2.16327 1.25175 -1.27306
H -1.27997 2.88763 0.61854
H 0.68560 -3.67064 1.46665
H 0.00036 -3.88203 -0.17922
H -1.55567 1.37773 1.52931
```

---

DFT (wB97M-V/def2-TZVPD) results for 2 unconnected molecules or ions with the total composition C6H12ClN4O at a distorted geometry.

Orbital gap (spin up / spin down) (eV): 5.63 / 5.81
Net charge: +1
Largest force on an atom (eV/A): 4.6
Multiplicity: 3
Molecular weight (g mol⁻¹): 191.6
⟨S²⟩: 2.023
LUMO energy (spin up / spin down) (Ha): -0.0992 / -0.2234

Geometry as XYZ:
```
24
C6H12ClN4O (wB97M-V/def2-TZVPD)
Cl -0.20768 -1.86319 -0.96224
O -2.09801 -1.09762 1.46149
N 3.27511 0.67754 0.10490
N -2.58825 -0.36217 -1.09439
N 1.11374 0.18134 0.08050
N 2.58075 -1.17314 -1.28328
C 2.39454 -0.12863 -0.44247
C -0.12270 -0.42468 0.10241
C 2.66294 1.65635 0.77711
C 1.36226 1.30590 0.91434
C -0.78261 -0.68886 1.44529
C -1.68451 0.76660 -0.81886
H -2.50975 -0.86064 -0.17107
H -2.49516 -0.50423 2.18129
H -1.40542 1.34170 -1.70485
H -0.19279 -1.42797 2.02480
H -2.23034 -0.91903 -1.81619
H -3.55901 0.00664 -1.35918
H 3.24009 2.57483 1.02084
H 0.63644 1.95373 1.28014
H -2.03109 1.30047 0.08086
H -0.55470 0.29654 2.00654
H 3.49483 -1.20013 -1.88868
H 1.70131 -1.41135 -1.93930
```

---

DFT (wB97M-V/def2-TZVPD) results for a molecular structure, C6H12EuN2OP at a distorted geometry.

Orbital gap (spin up / spin down) (eV): 2.84 / 5.75
Net charge: -1
Largest force on an atom (eV/A): 1.3
Multiplicity: 8
Molecular weight (g mol⁻¹): 311.1
⟨S²⟩: 15.760
LUMO energy (spin up / spin down) (Ha): 0.1124 / 0.1034

Geometry as XYZ:
```
23
C6H12EuN2OP (wB97M-V/def2-TZVPD)
Eu 0.29120 -0.09558 -0.30339
P 1.60877 -2.71121 -0.67907
O -1.95242 -0.40073 -0.09797
N -3.54083 -1.71715 0.82154
N -3.70109 -0.96046 -1.41528
C 2.74442 1.68926 1.38800
C -3.05031 -1.02572 -0.22660
C 1.13357 3.03967 0.46125
C 2.74372 1.43408 -0.02924
C 1.74397 2.31263 -0.62273
C 1.74285 2.64363 1.68064
H 0.90155 -3.81303 -0.04904
H 3.43705 0.79512 -0.58958
H -3.35934 -0.30512 -2.11213
H -3.07161 -1.58370 1.72579
H -4.57502 -1.45690 -1.55945
H -4.41460 -2.21709 0.75954
H 1.53981 3.07522 2.66290
H 0.40016 3.83952 0.34573
H 1.56575 2.43834 -1.69986
H 3.45833 1.27348 2.10196
H 2.98628 -3.16109 -0.49125
H 1.36781 -3.09314 -2.07177
```

---

DFT (wB97M-V/def2-TZVPD) results for a molecular structure, C6H12EuO4 at a distorted geometry.

Orbital gap (spin up / spin down) (eV): 7.75 / 10.39
Net charge: +2
Largest force on an atom (eV/A): 6.9
Multiplicity: 8
Molecular weight (g mol⁻¹): 300.1
⟨S²⟩: 15.760
LUMO energy (spin up / spin down) (Ha): -0.3100 / -0.3095

Geometry as XYZ:
```
23
C6H12EuO4 (wB97M-V/def2-TZVPD)
Eu -0.68953 1.53630 1.05079
O -0.35004 -0.33041 1.91692
O -1.66290 0.33455 -0.55834
O -2.37643 -1.72821 2.18477
O 1.39690 0.99873 0.41794
C 1.67970 -0.39843 0.60209
C 2.13894 1.60061 -0.64104
C 0.96532 -0.86264 1.86173
C -1.89366 -1.04231 -0.23730
C -1.79866 -1.20085 1.25328
C -1.71643 0.63176 -1.95403
H -1.60354 1.71537 -2.07267
H 1.50888 -0.49675 2.74568
H -1.13210 -1.66163 -0.74718
H 1.80016 1.20786 -1.61032
H 1.98424 2.68285 -0.58621
H -2.67799 0.29096 -2.35828
H 0.91787 -1.96179 1.87812
H -0.89436 0.11710 -2.46850
H 1.32575 -0.93921 -0.28978
H -2.89310 -1.33993 -0.58602
H 3.20521 1.38242 -0.49987
H 2.76577 -0.53637 0.69822
```

---

DFT (wB97M-V/def2-TZVPD) results for 2 unconnected molecules or ions with the total composition C6H12F2N5 at a distorted geometry.

Orbital gap (eV): 8.98
Net charge: +1
Largest force on an atom (eV/A): 3.6
Molecular weight (g mol⁻¹): 192.2
LUMO energy (Ha): -0.1652

Geometry as XYZ:
```
25
C6H12F2N5 (wB97M-V/def2-TZVPD)
F 0.68130 1.19910 3.21231
F -0.42932 3.04629 2.82175
N 2.30112 0.27632 -0.67267
N -1.22162 -0.64123 -0.76891
N -0.94125 1.43084 0.17006
N -3.05660 0.68358 -0.36081
N 0.89672 0.25661 -0.51282
C 0.79739 2.51255 2.92651
C -1.74609 0.41924 -0.23043
C 0.43986 1.42307 -0.03261
C 0.12074 -0.82094 -0.88813
C 0.67226 -1.94176 -1.66168
C 0.02696 -3.28495 -1.25911
H -0.91843 -3.56580 -1.95448
H 2.73998 -0.57272 -0.59306
H -3.46099 1.47123 0.01014
H -1.32248 2.38581 0.63225
H -0.18701 -3.20411 -0.17336
H 1.83589 -1.96529 -1.39781
H 1.26678 2.65130 1.93218
H 2.66865 1.09929 -0.21550
H -3.55502 -0.15622 -0.45871
H 0.61987 -4.12096 -1.50119
H 0.38601 -1.59724 -2.74970
H 1.38526 3.01597 3.72577
```

---

DFT (wB97M-V/def2-TZVPD) results for C6H12F2OS in the gas phase at a distorted geometry.

Orbital gap (eV): 10.03
Largest force on an atom (eV/A): 4.3
Molecular weight (g mol⁻¹): 170.2
LUMO energy (Ha): 0.0301

Geometry as XYZ:
```
22
C6H12F2OS (wB97M-V/def2-TZVPD)
S 2.36410 -0.00967 0.96452
F 1.54520 2.10800 -0.29339
F 1.75370 0.17499 -1.47032
O 2.12923 -1.48251 0.86811
C -2.21594 -1.04380 0.71618
C 3.98944 0.35822 0.08271
C -0.81673 -0.30154 -1.68288
C 1.23231 0.79274 -0.35028
C -0.90714 -0.22246 0.89140
C -0.54433 0.48733 -0.42667
H -1.35905 0.36624 1.68449
H -1.92353 -0.19984 -1.86032
H 4.80070 0.33629 0.80522
H -0.30592 0.01531 -2.55102
H -3.01289 -0.29730 0.46709
H -0.63810 -1.38098 -1.42702
H -2.06861 -1.77419 -0.13417
H -2.45503 -1.42424 1.73246
H 4.24442 -0.37520 -0.74358
H -0.00685 -0.83764 1.17333
H -0.95181 1.46463 -0.33588
H 3.96127 1.27918 -0.49876
```